Version P
The following is a quantum chemistry calculation of 2 unconnected molecules or ions with the total composition C4H8Si, from OMol25.

Geometry as ORCA input:
```
! wB97M-V def2-TZVPD RIJCOSX def2/J DEFGRID3
* xyz 0 1
Si -2.39 0.16 -0.60
H -3.15 0.00 -1.76
H 2.29 -1.72 -0.37
C 1.74 -0.75 -0.46
C 1.87 1.09 0.56
H 0.89 -0.83 -1.03
C 1.56 -0.12 0.92
H 1.96 1.96 1.20
H -1.06 0.50 -0.54
H -2.93 1.49 0.03
C 2.62 0.42 -0.41
H 3.66 0.54 -0.48
H -2.72 -1.05 0.26
*
```

Values from the calculation:
HOMO energy: -8.413 eV
Gap between HOMO and LUMO: 9.30 eV
Structure (SMILES): C1=C2C[C@@H]12.[SiH4]


Version Q
The following is a quantum chemistry calculation of a molecular structure, C4H8Si, from OMol25.

Geometry as ORCA input:
```
! wB97M-V def2-TZVPD RIJCOSX def2/J DEFGRID3
* xyz 0 1
H -1.47 1.50 -0.78
H -0.61 1.46 0.78
C -0.12 -0.22 -0.43
H -1.23 -2.21 0.20
H 0.21 0.00 -2.25
H 1.50 0.31 1.66
C -1.15 -1.19 0.08
C -1.05 0.86 -0.02
Si 1.68 -0.12 0.24
H -2.77 -0.21 1.23
H 2.47 0.96 -0.35
C -1.90 -0.18 0.55
H 2.17 -1.38 -0.03
*
```

Values from the calculation:
HOMO energy: -8.792 eV
Gap between HOMO and LUMO: 9.18 eV


Which structure is the most stable? The one labeled version Q.


Version P
The following is a quantum chemistry calculation of a molecular structure, C2H7O2PS, from OMol25.

Geometry as ORCA input:
```
! wB97M-V def2-TZVPD RIJCOSX def2/J DEFGRID3
* xyz 0 3
H 1.11 -0.55 -1.15
O -1.14 -1.73 -0.59
H 0.73 -0.76 1.58
H -1.98 -2.10 -0.86
S -3.34 0.88 0.41
H -0.84 0.72 -1.45
H 2.61 0.05 -0.23
H 1.28 1.20 -0.67
O -0.44 0.81 0.76
H 1.30 0.73 1.77
P -1.56 0.37 -0.27
C 0.78 0.22 1.02
C 1.50 0.17 -0.32
*
```

Values from the calculation:
HOMO energy (alpha / beta): -5.939 / -9.348 eV
Gap between HOMO and LUMO (alpha / beta): 6.49 / 5.46 eV


Version Q
The following is a quantum chemistry calculation of 2 unconnected molecules or ions with the total composition C2H7O2PS, from OMol25.

Geometry as ORCA input:
```
! wB97M-V def2-TZVPD RIJCOSX def2/J DEFGRID3
* xyz 0 3
H 3.14 0.72 0.93
C -0.62 -2.13 0.50
S 2.69 0.78 -0.37
H -2.17 0.29 -1.45
H 0.55 1.52 1.74
O -0.57 -0.81 0.96
H 0.22 -2.33 -0.13
C -1.71 1.03 -0.76
H -1.76 2.08 -0.92
H -1.55 -2.28 -0.04
H -0.60 -2.76 1.38
P -0.40 0.62 0.24
O -0.29 1.67 1.45
*
```

Values from the calculation:
HOMO energy (alpha / beta): -6.666 / -8.006 eV
Gap between HOMO and LUMO (alpha / beta): 7.24 / 5.21 eV


Which structure is the most stable? The one labeled version Q.


Version P
The following is a quantum chemistry calculation of a single C3H4BrN molecule, from OMol25.

Geometry as ORCA input:
```
! wB97M-V def2-TZVPD RIJCOSX def2/J DEFGRID3
* xyz 0 1
H 0.96 -2.02 -0.54
C -0.29 -0.40 0.14
N 0.65 0.49 0.53
Br -2.30 -0.14 0.63
C 0.61 1.68 0.15
H -0.82 -2.26 -0.70
C -0.03 -1.67 -0.23
H 1.53 2.26 0.36
H -0.31 2.06 -0.34
*
```

Values from the calculation:
HOMO energy: -9.288 eV
Gap between HOMO and LUMO: 9.27 eV
Structure (SMILES): C=NC(=C)Br


Version Q
The following is a quantum chemistry calculation of a single C3H4BrN molecule, from OMol25.

Geometry as ORCA input:
```
! wB97M-V def2-TZVPD RIJCOSX def2/J DEFGRID3
* xyz 0 1
N 0.74 -2.37 0.14
Br 2.09 1.11 0.03
H -1.76 0.00 -0.14
H -0.98 1.67 0.39
C 0.73 -1.24 -0.01
H 0.59 -0.03 -1.54
H -0.98 0.20 1.25
C -1.02 0.61 0.35
C 0.59 0.05 -0.47
*
```

Values from the calculation:
HOMO energy: -10.536 eV
Gap between HOMO and LUMO: 11.17 eV
Structure (SMILES): C[C@@H](Br)C#N


Which structure is the most stable? The one labeled version Q.


Version P
The following is a quantum chemistry calculation of 3 unconnected molecules or ions with the total composition C4H15NO3, from OMol25.

Geometry as ORCA input:
```
! wB97M-V def2-TZVPD RIJCOSX def2/J DEFGRID3
* xyz 0 1
H -2.60 -1.82 -1.01
H -2.39 -1.95 1.07
H -0.19 -0.50 -0.24
O -3.29 -2.11 0.70
C 2.24 1.37 -1.83
H 2.01 2.08 -2.60
H -2.71 -1.27 -2.47
H 2.47 0.07 0.29
C 0.66 0.64 1.43
O -0.61 -1.51 1.40
O -2.12 -1.70 -1.85
H -0.86 -1.44 2.33
H -3.73 -1.25 0.74
N 1.42 1.70 -0.65
H 3.29 1.54 -1.54
H 0.97 0.25 2.40
H 2.54 1.62 1.08
H 0.47 1.42 -0.86
H 0.20 1.58 1.73
H -1.37 0.27 0.66
C -0.41 -0.24 0.79
H 2.15 0.32 -2.11
C 1.85 0.94 0.55
*
```

Values from the calculation:
HOMO energy: -9.027 eV
Gap between HOMO and LUMO: 9.50 eV
Structure (SMILES): CNCCCO.O.O


Version Q
The following is a quantum chemistry calculation of 4 unconnected molecules or ions with the total composition C4H15NO3, from OMol25.

Geometry as ORCA input:
```
! wB97M-V def2-TZVPD RIJCOSX def2/J DEFGRID3
* xyz 0 1
H 0.92 -0.71 -2.41
H 1.92 -0.01 2.52
H 1.66 -1.19 1.10
O -4.02 1.48 0.34
H 0.39 -2.54 -1.83
O 1.54 -1.28 -2.23
C 1.46 -0.22 1.54
H 1.83 0.35 -0.57
H -0.99 -2.52 -2.44
H -4.41 1.10 1.10
H -0.56 -0.93 1.40
H 0.67 2.73 1.15
H -3.10 1.22 0.37
O -0.36 -3.15 -1.89
N -0.54 1.02 0.69
C 1.81 0.85 0.46
C 0.67 1.87 0.44
H 2.92 1.23 0.55
H 0.47 2.40 -0.42
H -0.77 0.58 -0.20
H 2.38 -0.86 -2.07
H -0.34 0.39 2.59
C -0.04 0.04 1.65
*
```

Values from the calculation:
HOMO energy: -9.632 eV
Gap between HOMO and LUMO: 9.83 eV
Structure (SMILES): C1CCNC1.O.O.O


Version R
The following is a quantum chemistry calculation of 4 unconnected molecules or ions with the total composition C4H15NO3, from OMol25.

Geometry as ORCA input:
```
! wB97M-V def2-TZVPD RIJCOSX def2/J DEFGRID3
* xyz 0 1
H 1.16 3.87 -1.47
H -2.42 1.06 0.89
H -1.20 -2.52 1.50
O -1.47 -1.67 1.89
O 0.51 -3.04 -1.28
C 0.15 1.75 -1.36
C -1.75 1.51 0.17
N -0.51 -0.49 -0.39
H 0.03 -3.20 -0.40
H -1.49 -1.84 2.82
H 2.35 -0.21 2.41
H 0.84 3.23 0.08
H -0.17 1.61 -2.44
H -0.24 -2.80 -1.90
O 2.80 -0.91 1.77
C 0.49 3.21 -0.94
H 2.83 -0.70 0.94
H 1.14 1.29 -1.23
H 0.36 -0.98 -0.79
H -0.40 3.91 -0.95
C -0.73 0.88 -0.51
H -1.15 -1.07 0.03
H -1.69 2.58 0.02
*
```

Values from the calculation:
HOMO energy: -7.448 eV
Gap between HOMO and LUMO: 7.60 eV
Structure (SMILES): C=C(N)CC.O.O.O


Which structure is the most stable? The one labeled version P.